Here is the ion C4H10BrClN3 with charge +1 at a distorted geometry from the Open Molecules 2025 dataset. Energies are from ωB97M-V/def2-TZVPD.

The multiplicity is 1. The HOMO energy is -0.5077 Ha. Its structure (SMILES) is C[C@H](Cl)CN(Br)C(N)=[NH2+]. The calculation puts the largest force on an atom at 5.81 eV/Å. Its charge is +1.

The geometry in XYZ format:
```
19
Properties=species:S:1:pos:R:3:forces:R:3:lowdin_charge:R:1
H 2.475 -0.998 0.816 -1.356 0.775 -2.246 0.13
H -1.477 2.365 -0.094 -1.163 -1.440 -0.371 0.15
H 0.638 -2.401 -0.698 -0.491 2.332 1.320 0.11
Cl 2.884 -1.019 -1.619 -1.216 0.615 1.349 0.53
N -2.175 -0.149 1.293 4.762 1.813 -2.789 0.19
C 1.752 1.052 0.125 1.015 0.243 -0.259 -0.14
H -2.009 0.698 1.913 -1.092 -1.034 -0.813 0.15
Br -1.684 -1.865 -1.945 -0.293 0.154 -0.022 0.83
N -0.676 -0.686 -0.896 -1.049 1.284 2.760 -0.52
C 0.436 -1.369 -0.133 1.583 -1.958 0.191 -0.29
N -1.823 1.477 -0.536 -0.437 -1.609 0.038 0.12
H 1.728 1.298 1.292 -0.204 -0.647 -2.574 0.10
C -1.537 0.202 -0.031 -0.902 -0.151 1.300 -0.27
C 1.867 -0.571 -0.118 -0.200 0.386 1.605 -0.65
H 0.873 1.566 -0.467 1.749 -1.213 1.211 0.07
H -2.494 1.470 -1.362 1.816 0.413 1.066 0.16
H -1.719 -0.956 1.771 -0.534 0.468 -0.704 0.11
H 2.756 1.542 -0.282 -2.208 -1.088 0.900 0.10
H 0.183 -1.657 0.972 0.221 0.658 -1.963 0.13
```
Positions in Å, forces in eV/Å.

=====

Here is a cluster of 2 separate species, C5H14O in total at a distorted geometry from the Open Molecules 2025 dataset. Energies are from ωB97M-V/def2-TZVPD.

The multiplicity is 1. The HOMO energy is -0.3816 Ha. The calculation puts the energy relative to the best compared isomer or geometry (same formula, charge and spin) at 29.8 kcal/mol. Its structure (SMILES) is CCC.CCO. The calculation puts the largest force on an atom at 2.91 eV/Å.

The geometry in XYZ format:
```
20
Properties=species:S:1:pos:R:3:forces:R:3:lowdin_charge:R:1
C -1.286 -1.651 -0.806 -0.681 0.604 0.452 -0.11
C -0.908 0.163 -2.508 0.052 1.590 0.248 -0.13
H -0.060 0.038 1.808 0.105 -0.225 -0.047 0.09
H 0.392 1.423 2.803 -0.273 0.209 -0.506 0.11
H -0.593 1.211 -2.612 -0.106 0.032 0.128 0.07
H -0.587 0.247 -0.386 -0.280 0.774 0.028 0.05
C 0.784 0.618 2.180 0.591 0.489 1.162 -0.27
H -2.053 -1.912 -0.074 -0.328 -0.381 -0.465 0.06
H 1.392 0.861 0.078 0.243 0.029 -0.271 0.05
H -1.351 -2.173 -1.758 -0.388 -0.392 0.215 0.06
C -1.350 -0.114 -1.073 2.225 -1.648 -0.236 -0.29
H -1.751 0.095 -3.194 0.215 -0.620 -0.219 0.07
H 1.978 2.170 1.193 -0.567 0.148 -0.367 0.07
H -0.012 -0.381 -2.801 -0.321 -0.492 -0.135 0.07
C 1.731 1.113 1.072 0.239 0.196 1.432 -0.07
H 2.096 -0.650 2.696 1.798 -1.970 -1.161 0.02
O 1.550 -0.104 3.186 -2.129 1.558 0.559 -0.08
H -0.380 -1.983 -0.295 0.339 0.355 -0.335 0.06
H -2.289 0.341 -0.871 -0.784 0.177 0.292 0.09
H 2.696 0.689 1.360 0.052 -0.431 -0.773 0.07
```
Positions in Å, forces in eV/Å.

=====

Here is an isolated molecule of C3H7NO2S at a distorted geometry from the Open Molecules 2025 dataset. Energies are from ωB97M-V/def2-TZVPD.

The multiplicity is 1. The HOMO energy (spin up / spin down) is -0.3483 / -0.3485 Ha. The calculation puts the energy relative to the best compared isomer or geometry (same formula, charge and spin) at 125.4 kcal/mol. The calculation puts the largest force on an atom at 4.63 eV/Å.

The geometry in XYZ format:
```
14
Properties=species:S:1:pos:R:3:forces:R:3:lowdin_charge:R:1
H -1.545 -0.929 -1.705 0.195 -0.506 -0.278 0.06
O 0.834 -1.800 0.829 0.231 -0.219 -0.120 -0.52
H -2.835 -0.778 -0.530 2.483 -0.283 0.341 0.13
H 3.002 0.512 0.210 -0.283 -0.395 0.081 0.06
H -0.976 0.156 1.155 0.913 0.609 -2.810 0.19
H 2.081 0.719 1.628 -0.243 -1.109 3.149 0.02
H 1.761 1.629 0.405 -0.970 0.689 -1.157 0.03
S 0.974 -0.718 -0.166 -0.023 0.983 1.116 0.94
H -1.485 -1.978 -0.273 0.441 -1.386 0.685 0.04
C 1.984 0.608 0.619 0.958 0.059 -2.918 -0.23
C -1.674 -1.017 -0.631 -2.369 2.946 -0.899 -0.11
C -0.741 0.093 -0.044 -1.376 -2.243 3.809 -0.53
N -0.758 1.160 -0.929 0.432 3.997 -1.098 -0.08
O -0.622 2.343 -0.567 -0.388 -3.143 0.098 0.00
```
Positions in Å, forces in eV/Å.